The following is a DFT calculation (wB97M-V/def2-TZVPD) of a structure of composition C43H62BN5O5PPtS.

Properties
E_LUMO (alpha / beta): 2.3624 / 2.3621 eV
2S+1: 3
Expectation value of S²: 2.005
Total charge: -1

Last column: Löwdin charge in e.
CARTESIAN COORDINATES (ANGSTROEM)
Pt  0.62  -1.22  0.86  1.23
S  1.74  0.48  -3.25  0.63
P  -1.23  2.30  -0.03  0.81
O  2.61  -0.88  0.04  -0.12
O  1.76  -0.45  -4.35  -0.30
O  -0.49  1.02  0.19  -0.38
O  0.92  1.65  -3.38  -0.31
O  0.69  -3.33  1.18  -0.25
N  1.20  -0.42  2.78  -0.08
N  -1.66  -1.63  2.85  -0.06
N  1.45  -0.26  -1.84  -0.04
N  0.43  -0.34  3.87  -0.06
N  -1.39  -1.42  1.55  -0.10
C  3.43  0.91  -2.89  -0.23
C  0.18  -3.48  -2.87  -0.06
C  -2.80  3.18  -3.84  -0.18
C  1.08  0.35  4.81  -0.10
C  0.59  -4.75  -0.74  -0.14
C  2.54  -0.37  -1.11  -0.54
C  3.11  -4.73  2.20  -0.36
C  -4.78  1.64  0.62  -0.19
C  -2.80  -2.33  2.96  -0.10
C  1.46  3.21  1.79  -0.20
C  2.04  2.97  -0.63  -0.19
C  1.16  -4.35  0.49  -0.29
C  0.91  -5.99  -1.29  -0.07
C  -5.40  2.96  1.08  -0.20
C  -3.36  0.79  -3.22  -0.19
C  2.32  0.72  4.32  -0.07
C  -4.43  4.11  0.88  -0.20
C  5.02  0.40  -1.17  0.00
C  -0.37  -3.84  -1.49  -0.38
C  2.21  -5.14  1.03  -0.13
C  0.88  3.89  -1.01  -0.17
C  -2.81  1.71  -4.31  -0.19
C  5.64  1.72  -3.11  -0.08
C  1.84  -6.83  -0.69  -0.11
C  0.31  4.15  1.43  -0.19
C  -1.85  2.20  -1.74  -0.34
C  2.34  0.21  3.03  -0.17
C  3.75  0.30  -1.70  -0.15
C  -0.26  3.85  0.03  -0.34
C  5.97  1.12  -1.89  -0.07
C  4.36  1.62  -3.63  -0.04
C  2.64  -3.60  3.11  -0.08
C  -1.77  -4.46  -1.61  -0.07
C  -2.35  -2.01  0.84  -0.18
C  -3.11  3.86  1.62  -0.18
C  2.49  -6.38  0.45  -0.08
C  2.58  3.31  0.76  -0.18
C  -3.49  1.35  1.39  -0.18
C  -2.43  0.79  -2.01  -0.18
C  -2.75  3.29  -2.30  -0.19
C  -2.46  2.49  1.32  -0.32
C  4.49  -4.37  1.64  -0.07
C  -3.29  -2.60  1.69  -0.05
B  -1.01  -0.95  4.11  -0.40
H  -2.42  4.68  1.42  0.09
H  4.91  -5.17  1.03  0.07
H  -3.40  1.62  -5.22  0.10
H  4.41  -3.47  1.02  0.08
H  -4.86  5.05  1.24  0.11
H  -1.75  -5.31  -2.29  0.07
H  3.09  1.28  4.83  0.09
H  2.58  -2.66  2.58  0.04
H  -3.32  3.88  2.69  0.12
H  0.43  -6.30  -2.21  0.10
H  3.41  2.64  1.01  0.10
H  1.83  3.46  2.79  0.11
H  1.68  1.94  -0.64  0.08
H  -3.75  1.20  2.45  0.12
H  3.25  -7.00  0.91  0.10
H  -5.66  2.88  2.14  0.11
H  -3.18  -2.59  3.93  0.12
H  3.10  0.25  2.26  0.10
H  -6.34  3.15  0.54  0.11
H  1.24  4.93  -1.05  0.12
H  0.24  -4.37  -3.50  0.07
H  -2.48  -3.73  -2.01  0.07
H  -0.47  -2.75  -3.37  0.08
H  -4.57  1.70  -0.45  0.09
H  -2.13  -4.81  -0.64  0.08
H  -0.94  -1.80  4.97  0.07
H  1.09  2.18  1.83  0.08
H  2.83  3.05  -1.38  0.11
H  -3.76  3.19  -1.90  0.09
H  5.19  -4.16  2.46  0.07
H  -1.59  0.11  -2.19  0.11
H  -0.99  4.63  -0.23  0.11
H  -0.45  -2.92  -0.91  0.07
H  0.69  5.18  1.41  0.12
H  -3.04  0.42  1.06  0.07
H  -2.32  -1.98  -0.23  0.10
H  -1.72  -0.02  4.47  0.06
H  2.98  4.33  0.76  0.11
H  1.66  -3.79  3.55  0.08
H  -1.80  1.39  -4.55  0.11
H  6.40  2.26  -3.65  0.10
H  3.37  -3.49  3.92  0.07
H  -4.17  -3.16  1.43  0.09
H  -3.47  -0.23  -3.60  0.11
H  -2.95  0.40  -1.13  0.08
H  6.98  1.21  -1.51  0.10
H  -4.24  4.25  -0.18  0.09
H  0.52  3.65  -2.01  0.09
H  -1.75  2.29  2.14  0.12
H  1.17  -3.05  -2.80  0.07
H  3.22  -5.63  2.82  0.12
H  -3.69  3.70  -4.20  0.10
H  -5.48  0.82  0.76  0.11
H  -0.89  2.25  -2.28  0.08
H  0.62  0.52  5.77  0.12
H  4.09  2.08  -4.57  0.12
H  -1.93  3.69  -4.26  0.11
H  2.05  -7.81  -1.10  0.08
H  5.26  -0.06  -0.22  0.12
H  -2.40  4.29  -2.02  0.11
H  -4.37  1.12  -2.93  0.11
H  -0.46  4.11  2.20  0.09

The following is a DFT calculation (wB97M-V/def2-TZVPD) of a structure of composition C43H62ClN2O5Zr.

Properties
E_LUMO: -2.6411 eV
Total charge: +1

Last column: Löwdin charge in e.
CARTESIAN COORDINATES (ANGSTROEM)
Zr  -0.44  -0.03  0.76  1.90
Cl  -7.48  -2.89  3.02  0.69
O  -0.06  1.84  1.26  -0.29
O  -2.03  -0.91  0.08  -0.29
O  -2.39  -0.59  4.83  -0.01
O  0.16  -1.17  2.33  -0.26
O  -0.97  -2.67  3.56  0.16
N  1.55  -0.89  -0.18  -0.35
N  -0.36  0.77  -1.43  -0.25
C  -0.82  4.31  -1.30  0.03
C  -1.30  -0.33  4.00  -0.13
C  -5.59  -0.96  3.05  -0.08
C  -5.10  -2.96  4.30  -0.09
C  -1.87  4.78  3.72  -0.03
C  -1.33  5.38  -0.57  -0.15
C  -4.40  -0.87  -5.91  -0.07
C  -0.35  3.18  -0.65  -0.16
C  1.53  -2.38  -0.07  -0.05
C  -4.09  1.03  2.99  -0.02
C  0.38  -0.21  -2.25  -0.14
C  -3.90  -2.39  4.69  0.01
C  -0.76  4.18  1.52  -0.07
C  -3.06  -3.25  1.17  -0.05
C  1.72  -0.51  -1.62  -0.16
C  0.01  3.15  3.76  -0.05
C  -3.18  -0.52  -3.34  0.03
C  -3.55  -1.12  4.27  -0.23
C  -2.56  -0.29  -2.11  -0.16
C  -5.94  -2.23  3.48  -0.67
C  -3.49  -2.36  -1.22  -0.07
C  -0.40  3.08  0.74  -0.22
C  -1.86  6.57  -2.74  -0.07
C  -0.56  4.37  3.03  -0.53
C  -3.21  -4.79  -0.75  -0.03
C  -3.73  -3.47  -0.19  -0.52
C  -1.13  7.87  -0.76  -0.04
C  -5.25  -3.57  0.05  -0.04
C  -1.77  0.96  -1.91  -0.10
C  0.47  5.51  3.20  -0.04
C  0.32  2.10  -1.46  -0.11
C  -0.71  -1.54  3.30  -0.54
C  -4.69  -1.93  -4.85  -0.56
C  -4.23  -3.29  -5.40  -0.04
C  -1.25  5.29  0.81  0.02
C  -4.39  -0.38  3.44  -0.19
C  -2.73  -1.20  -1.07  -0.22
C  -3.38  6.77  -0.78  -0.04
C  -4.09  -2.52  -2.47  0.03
C  -1.92  6.63  -1.22  -0.56
C  -3.97  -1.64  -3.54  -0.15
C  -6.20  -1.97  -4.60  -0.04
C  2.67  -0.34  0.63  -0.05
H  -5.65  -2.63  0.42  0.08
H  2.55  -0.65  1.66  0.09
H  3.62  -0.71  0.25  0.11
H  -3.31  -4.08  1.82  0.10
H  1.37  -2.66  0.97  0.09
H  -0.07  7.78  -1.02  0.09
H  -0.51  0.07  4.65  0.16
H  -2.44  5.72  -3.13  0.09
H  -1.50  0.46  3.26  0.08
H  -4.45  -4.10  -4.70  0.08
H  -3.37  -5.59  -0.03  0.09
H  -0.77  4.35  -2.38  0.11
H  1.41  5.27  2.71  0.10
H  0.39  2.42  -2.50  0.14
H  -1.52  8.76  -1.25  0.09
H  -4.74  -3.51  -6.34  0.09
H  -6.28  -0.41  2.43  0.12
H  -1.97  -3.22  1.09  0.07
H  2.66  0.74  0.57  0.09
H  -3.51  1.58  3.73  0.08
H  -3.41  -2.33  1.65  0.07
H  0.72  -2.78  -0.68  0.10
H  0.67  5.67  4.27  0.09
H  2.48  -2.78  -0.43  0.11
H  -3.82  7.67  -1.22  0.09
H  2.38  0.34  -1.67  0.12
H  -6.55  -1.01  -4.20  0.09
H  0.51  0.17  -3.27  0.15
H  -2.32  5.65  3.26  0.08
H  -1.67  5.02  4.76  0.09
H  -2.25  1.63  -1.19  0.14
H  -2.13  -4.73  -0.96  0.09
H  -0.23  -1.11  -2.32  0.13
H  -3.04  0.20  -4.13  0.11
H  -1.21  8.03  0.32  0.08
H  -3.47  6.84  0.30  0.08
H  -3.16  -3.29  -5.59  0.09
H  -5.38  -3.95  4.64  0.11
H  -4.92  -1.13  -6.83  0.09
H  -0.70  2.33  3.77  0.05
H  0.94  2.80  3.31  0.09
H  2.21  -1.33  -2.16  0.14
H  -3.21  -2.92  5.33  0.13
H  -1.72  1.50  -2.86  0.14
H  0.21  3.43  4.79  0.10
H  -5.01  1.58  2.80  0.09
H  -5.44  -4.34  0.81  0.09
H  -3.97  5.91  -1.11  0.09
H  -3.71  -5.08  -1.68  0.08
H  -2.60  3.97  3.69  0.08
H  -6.73  -2.17  -5.53  0.09
H  -0.84  6.49  -3.11  0.09
H  0.11  6.46  2.79  0.08
H  1.33  1.96  -1.08  0.12
H  -5.79  -3.85  -0.85  0.08
H  -1.57  6.14  1.40  0.11
H  -2.30  7.47  -3.16  0.09
H  -3.33  -0.80  -6.14  0.09
H  -4.75  0.12  -5.60  0.09
H  -6.47  -2.75  -3.89  0.08
H  -4.70  -3.41  -2.62  0.11
H  -3.53  1.01  2.04  0.07

Which of these has the highest total charge? C43H62ClN2O5Zr